The following is a DFT calculation (ωB97M-V/def2-TZVPD) of 2 unconnected molecules or ions with the total composition C6H13NO.

XYZ file:
```
21
Properties=species:S:1:pos:R:3
C 2.893 -2.345 0.158
N 1.846 -1.574 0.808
C 0.925 -0.904 -0.060
C 0.299 0.279 0.284
C -0.710 0.901 -0.522
C -1.402 0.363 -1.590
C -2.548 1.129 -2.190
H 2.609 -2.706 -0.835
H 3.128 -3.241 0.712
H 3.798 -1.737 -0.008
H 2.261 -0.951 1.484
H 0.747 -1.356 -1.014
H 0.500 0.652 1.278
H -1.052 1.849 -0.108
H -1.176 -0.587 -2.057
H -3.384 1.236 -1.476
H -2.374 2.147 -2.549
H -3.073 0.592 -2.995
H -1.061 1.472 3.446
H -1.329 1.181 1.963
O -1.271 1.909 2.610
```

Values from the calculation:
- E_HOMO (spin up / spin down) (eV) = 0.42 / -2.08
- expectation value of S² = 0.773
- net charge = -1
- multiplicity = 2


The following is a DFT calculation (ωB97M-V/def2-TZVPD) of a molecular structure, C3H7NO3.

XYZ file:
```
14
Properties=species:S:1:pos:R:3
C -1.289 0.227 1.044
C 0.432 0.904 -0.721
C -0.625 -0.134 -0.244
N -0.102 -1.504 -0.274
O -0.550 -2.324 0.561
O 3.049 -0.083 -0.383
O -1.311 -0.738 -1.296
H -0.500 0.474 1.720
H -1.824 -0.602 1.331
H -1.970 1.108 1.032
H 1.451 0.592 -0.422
H 0.094 1.806 -0.130
H 0.450 1.273 -1.751
H 2.697 -0.998 -0.467
```

Values from the calculation:
- E_HOMO (eV) = 1.06
- net charge = -2


The following is a DFT calculation (ωB97M-V/def2-TZVPD) of a single C4H8O2 molecule.

XYZ file:
```
14
Properties=species:S:1:pos:R:3
O 1.941 0.449 0.474
C 1.427 -0.177 -0.681
C 0.141 -0.981 -0.516
C -1.195 0.472 1.189
C -1.535 0.743 -0.072
O -1.112 -0.108 -1.026
H 1.221 0.959 0.868
H 2.221 -0.861 -1.009
H 1.234 0.531 -1.492
H 0.194 -1.502 0.472
H -0.003 -1.729 -1.271
H -1.132 -0.578 1.437
H -1.235 1.185 1.985
H -2.168 1.597 -0.357
```

Values from the calculation:
- E_HOMO (eV) = -8.76
- SMILES = C=COCCO


Listing ΔE to the lowest compared entry with this formula, charge and spin for the structures above in their given order: 35.3 0.0 76.2 kcal/mol.